{"formula": "C12H14IrN7O4Se", "method": "ωB97M-V with the def2-TZVPD basis set", "elements": ["Ir", "N", "C", "C", "O", "N", "C", "C", "O", "O", "H", "H", "H", "H", "H", "H", "C", "N", "C", "C", "N", "C", "C", "Se", "H", "H", "H", "H", "H", "H", "H", "H", "O", "N", "C", "C", "N", "C", "N"], "positions_angstrom": [[-0.1225, 0.2727, 0.2982], [-2.3293, -0.5363, 0.5589], [-2.5044, -0.9904, 1.9509], [-1.1762, -1.2498, 2.6659], [-1.0219, -2.1791, 3.4167], [-0.2321, -0.2627, 2.4133], [0.9186, -0.2258, 3.1878], [2.2502, -0.3463, 2.1910], [3.1664, -0.9245, 2.7076], [2.0750, 0.2247, 1.0884], [-3.0501, 0.1275, 0.3035], [-2.3985, -1.3191, -0.0831], [-3.0931, -1.9031, 2.0234], [-3.0080, -0.2078, 2.5198], [0.9663, -1.0061, 3.9448], [1.1097, 0.7612, 3.6211], [2.8957, 1.1370, -2.2725], [3.0460, 2.0325, -1.1378], [4.2322, 2.4034, -0.5623], [3.9374, 3.2226, 0.4744], [2.5709, 3.3429, 0.5191], [1.8398, 4.1104, 1.5109], [2.0361, 2.6036, -0.4643], [0.2084, 2.3836, -0.8675], [3.8784, 0.8379, -2.6242], [2.3633, 1.6391, -3.0777], [2.3406, 0.2481, -1.9751], [5.1818, 2.0605, -0.9323], [4.5905, 3.7174, 1.1708], [1.9022, 3.6173, 2.4804], [0.7970, 4.1897, 1.2201], [2.2677, 5.1072, 1.5896], [0.1946, -1.5392, -0.8033], [0.3542, -2.4324, 0.1001], [1.4397, -3.0875, 0.2781], [2.5978, -2.8624, -0.5402], [3.4663, -2.6401, -1.2573], [1.4863, -4.0411, 1.3434], [1.5263, -4.7903, 2.2114]], "de_lowest_kj_mol": 24.0, "homo_ev": [-12.0945, -12.8051], "e_tot_ev": -99464.3061, "s_squared": 8.77, "homo_lumo_gap_ev": [8.848, 6.107], "multiplicity": 6, "total_charge": 1}

{"formula": "C12H14N2O", "method": "ωB97M-V with the def2-TZVPD basis set", "elements": ["O", "C", "N", "C", "C", "C", "C", "C", "C", "C", "H", "H", "C", "N", "H", "C", "C", "H", "C", "H", "H", "H", "H", "H", "H", "H", "H", "H", "H"], "positions_angstrom": [[1.7021, 2.4066, 0.3394], [0.8440, 1.5560, 0.3274], [-0.4672, 1.8890, 0.1404], [-1.5371, 1.0036, 0.1066], [-2.7665, 1.3895, -0.4124], [-3.8168, 0.4894, -0.4365], [-3.6449, -0.7935, 0.0536], [-2.4204, -1.1741, 0.5790], [-1.3611, -0.2848, 0.6159], [-0.0255, -0.6220, 1.2059], [0.1242, -1.7046, 1.2196], [0.0152, -0.2644, 2.2412], [1.1014, 0.0489, 0.4229], [2.3919, -0.1690, 1.0642], [2.3858, -1.0697, 1.5351], [3.3676, -0.1820, -0.0118], [2.6860, -0.9292, -1.1690], [3.1156, -0.6776, -2.1357], [1.2238, -0.4892, -1.0423], [0.5268, -1.3100, -1.2100], [0.9931, 0.3007, -1.7578], [2.7750, -2.0075, -1.0196], [4.2987, -0.6430, 0.3150], [3.5593, 0.8557, -0.2919], [-2.2875, -2.1722, 0.9709], [-4.4631, -1.4969, 0.0303], [-4.7706, 0.7917, -0.8415], [-2.8942, 2.3918, -0.7949], [-0.6557, 2.8666, -0.0439]], "de_lowest_kj_mol": 0.0, "homo_ev": -8.4952, "e_tot_ev": -17699.8713, "smiles": "O=C1Nc2ccccc2C[C@@]12CCCN2", "homo_lumo_gap_ev": 9.307, "total_charge": 0}

{"formula": "C12H14NPS", "method": "ωB97M-V with the def2-TZVPD basis set", "elements": ["C", "C", "C", "C", "C", "C", "C", "C", "C", "C", "C", "C", "N", "P", "S", "H", "H", "H", "H", "H", "H", "H", "H", "H", "H", "H", "H", "H", "H"], "positions_angstrom": [[-5.3375, 0.3779, 0.1644], [-4.4763, 1.1396, 0.9757], [-4.8403, -0.6512, -0.6140], [-3.1405, 0.7413, 0.9700], [-3.4970, -1.0334, -0.6026], [-2.6154, -0.2206, 0.1928], [-1.1904, -0.3503, 0.2866], [1.4704, -0.4447, -0.1560], [3.8570, -1.1833, 0.2706], [3.1820, 1.0328, 1.0284], [3.2156, 0.6140, -1.4489], [2.9348, 0.0228, -0.0488], [1.1614, -1.4021, -0.8965], [0.1871, 0.2812, 0.9647], [-0.2281, -1.9080, -1.4172], [-6.3984, 0.3939, 0.4317], [-4.7757, 1.9889, 1.5979], [-5.5716, -1.0226, -1.3124], [-2.2791, 1.4042, 1.4167], [-3.1333, -1.6131, -1.4112], [3.7285, -1.8126, -0.5721], [4.8950, -0.7800, 0.2452], [3.4847, -1.7631, 1.1673], [2.6403, 0.5890, 1.9613], [2.6703, 1.9410, 0.8755], [4.1820, 1.1502, 1.2853], [4.2934, 0.6923, -1.6993], [2.8209, 1.7385, -1.4311], [2.7604, 0.0773, -2.2237]], "homo_ev": -8.2584, "e_tot_ev": -34281.1897, "smiles": "CC(C)(C)C(N=S)=P#Cc1ccccc1", "homo_lumo_gap_ev": 7.447, "total_charge": 0}

{"formula": "C12H15F9KO6", "method": "ωB97M-V with the def2-TZVPD basis set", "elements": ["K", "C", "C", "O", "C", "O", "C", "F", "F", "F", "H", "H", "H", "H", "H", "C", "C", "O", "C", "O", "C", "F", "F", "F", "H", "H", "H", "H", "H", "C", "C", "O", "C", "O", "C", "F", "F", "F", "H", "H", "H", "H", "H"], "positions_angstrom": [[10.7286, 24.8453, 13.5514], [5.8897, 24.0643, 11.2571], [5.6963, 24.6230, 12.6925], [5.9430, 26.0169, 12.7695], [7.2301, 26.5255, 12.8258], [8.2642, 25.8478, 12.8958], [7.3191, 28.0609, 12.7006], [6.3366, 28.6018, 11.9814], [7.4066, 28.6281, 13.8962], [8.4170, 28.3496, 12.0142], [5.5945, 23.0158, 11.2162], [6.8863, 24.2812, 10.8728], [5.2407, 24.5694, 10.5417], [6.2629, 24.0798, 13.4487], [4.7008, 24.2892, 12.9850], [11.4188, 20.5797, 9.8555], [9.9822, 21.0436, 9.6387], [9.9709, 22.4005, 9.2338], [10.0298, 23.4694, 10.1261], [10.0757, 23.2785, 11.3642], [10.2237, 24.8775, 9.4817], [10.6081, 24.7753, 8.2025], [9.0920, 25.5601, 9.5309], [11.1313, 25.5529, 10.2424], [11.4420, 19.4974, 9.9827], [11.8315, 21.0582, 10.7437], [12.0230, 20.8742, 8.9975], [9.2675, 20.7503, 10.4077], [9.5694, 20.5344, 8.7678], [11.5998, 26.6408, 18.8911], [11.4579, 26.6929, 17.3913], [10.9118, 27.9346, 17.0378], [10.1471, 28.0466, 15.9113], [9.8115, 27.1396, 15.1310], [9.7430, 29.5139, 15.6235], [9.8700, 29.8422, 14.3514], [8.4756, 29.7056, 15.9650], [10.5288, 30.3193, 16.3416], [10.5982, 26.6236, 19.3207], [12.1998, 27.4728, 19.2598], [12.0630, 25.7125, 19.2255], [10.8060, 25.8868, 17.0546], [12.3507, 26.4562, 16.8126]], "de_lowest_kj_mol": 131.1, "homo_ev": -14.2829, "e_tot_ev": -65750.4184, "homo_lumo_gap_ev": 11.143, "total_charge": 1}

{"formula": "C12H15F9O6", "method": "ωB97M-V with the def2-TZVPD basis set", "elements": ["C", "C", "O", "C", "O", "C", "F", "F", "F", "H", "H", "H", "H", "H", "C", "C", "O", "C", "O", "C", "F", "F", "F", "H", "H", "H", "H", "H", "C", "C", "O", "C", "O", "C", "F", "F", "F", "H", "H", "H", "H", "H"], "positions_angstrom": [[-4.1767, -0.4594, -1.5494], [-3.8718, 1.0590, -1.4748], [-2.9557, 1.3399, -0.4569], [-3.3811, 1.5383, 0.7822], [-4.6131, 1.5063, 1.0560], [-2.3126, 2.0982, 1.6927], [-2.2646, 1.3062, 2.7010], [-1.1179, 2.1322, 1.0975], [-2.6458, 3.2872, 2.1025], [-4.9683, -0.6566, -2.2723], [-4.6079, -0.9012, -0.6511], [-3.2661, -0.9873, -1.8328], [-4.7454, 1.6902, -1.3118], [-3.4703, 1.3619, -2.4418], [0.1710, -0.8293, -1.4018], [-0.7784, 0.0063, -0.4312], [-0.4651, -0.1157, 0.9010], [-0.8884, -1.1531, 1.6107], [-1.5009, -2.1117, 1.1198], [-0.6871, -0.9090, 3.1217], [-0.2051, -2.0470, 3.6820], [0.1522, 0.1038, 3.3999], [-1.8778, -0.6507, 3.6845], [-0.2691, -0.7308, -2.3941], [0.2306, -1.8199, -0.9510], [1.1585, -0.3740, -1.4778], [-1.8151, -0.2624, -0.6341], [-0.8423, 1.0411, -0.7676], [2.1433, -0.3991, 0.7554], [3.0258, 0.5818, 0.0314], [4.2744, -0.0317, -0.1873], [4.8694, -0.2006, -1.4506], [4.4202, 0.2356, -2.5114], [6.1092, -1.0773, -1.5119], [6.9548, -0.5646, -2.4018], [6.6705, -1.1383, -0.2913], [5.8347, -2.3401, -1.8880], [2.7455, -1.0096, 1.4283], [1.7569, -1.0389, -0.0380], [1.3730, 0.1303, 1.3161], [3.2907, 1.3983, 0.7032], [2.5460, 0.9917, -0.8573]], "de_lowest_kj_mol": 300.9, "homo_ev": -11.1325, "e_tot_ev": -49427.6218, "smiles": "CCOC(=O)C(F)(F)F.CCOC(=O)C(F)(F)F.CCOC(=O)C(F)(F)F", "homo_lumo_gap_ev": 11.512, "total_charge": 0}

{"formula": "C12H15N", "method": "ωB97M-V with the def2-TZVPD basis set", "elements": ["C", "C", "C", "C", "C", "C", "C", "C", "C", "C", "C", "C", "H", "H", "H", "H", "H", "H", "H", "H", "H", "H", "H", "H", "H", "H", "H", "N"], "positions_angstrom": [[-1.8133, -0.1621, 0.8552], [-1.8419, 0.8749, -0.2939], [-1.9801, -0.0052, -1.5480], [-1.4076, -1.3948, -1.1592], [-0.8315, -1.2001, 0.2484], [0.5550, -0.5921, 0.1436], [1.7079, -1.3828, 0.2687], [2.9738, -0.8334, 0.1050], [3.1182, 0.5206, -0.1742], [1.9838, 1.3188, -0.3165], [0.6965, 0.7846, -0.1493], [-0.5363, 1.6700, -0.2850], [-0.5256, 0.6775, 2.2055], [-1.5882, -0.3417, 2.8693], [-2.7873, -0.6451, 0.9479], [-2.6782, 1.5679, -0.1777], [-3.0312, -0.1041, -1.8373], [-1.4604, 0.4460, -2.3946], [-0.6585, -1.7573, -1.8846], [-2.2049, -2.1532, -1.1403], [-0.8119, -2.1391, 0.8264], [1.5860, -2.4510, 0.4942], [3.8433, -1.4749, 0.2052], [4.1023, 0.9510, -0.2989], [2.0960, 2.3780, -0.5295], [-0.5764, 2.4026, 0.5201], [-0.4718, 2.2560, -1.2159], [-1.5115, 0.3996, 2.1771]], "de_lowest_kj_mol": 0.0, "homo_ev": -8.8542, "e_tot_ev": -14178.1488, "smiles": "N[C@H]1[C@@H]2CC[C@H]1c1ccccc1C2", "homo_lumo_gap_ev": 9.800, "total_charge": 0}

{"formula": "C12H15N", "method": "ωB97M-V with the def2-TZVPD basis set", "elements": ["C", "C", "C", "C", "C", "C", "C", "C", "C", "C", "C", "C", "H", "H", "H", "H", "H", "H", "H", "H", "H", "H", "H", "H", "H", "H", "H", "N"], "positions_angstrom": [[2.4340, -2.2369, 0.0076], [1.2779, -0.4465, -1.1522], [1.2285, 0.5321, 0.0340], [0.2451, 0.3760, 1.1721], [-1.1877, 0.3627, 0.6192], [-1.9664, -0.7466, 0.8776], [-3.2451, -0.8955, 0.2826], [-3.7860, 0.1118, -0.4515], [-2.9483, 1.1793, -0.8578], [-1.6862, 1.3090, -0.2631], [1.9637, 1.6271, 0.0435], [2.7298, 2.6695, 0.0970], [3.3773, -2.1817, -0.5220], [2.6209, -1.5660, 0.8696], [2.3407, -3.2872, 0.3876], [0.4382, -2.2389, -0.3548], [0.3750, -0.4587, -1.7504], [2.1324, -0.1853, -1.8086], [0.3767, 1.2018, 1.8836], [0.4094, -0.5563, 1.8440], [-1.5041, -1.5101, 1.5325], [-3.8749, -1.6761, 0.7278], [-4.8418, 0.1126, -0.7695], [-3.2635, 1.9957, -1.5386], [-1.0215, 2.1441, -0.5904], [2.4742, 3.6074, -0.3239], [3.5847, 2.6050, 0.7787], [1.3170, -1.8482, -0.7748]], "de_lowest_kj_mol": 305.5, "homo_ev": -8.5386, "e_tot_ev": -14174.9830, "smiles": "C=C=C(CNC)Cc1ccccc1", "homo_lumo_gap_ev": 9.420, "total_charge": 0}